Computed, not measured: a 4-piece molecular cluster, C15H37N6O5 overall, with the ωB97M-V functional and the def2-TZVPD basis.

```
! RIJCOSX wB97M-V def2-TZVPD def2/J DEFGRID3
* xyz 1 1
C -8.24052 -4.06954 -5.35556
C -6.74713 -4.36885 -5.26731
C -6.09110 -3.46180 -4.24672
N -4.63608 -3.79032 -4.08584
C -3.85896 -2.70244 -3.77916
N -3.32001 -1.88339 -4.66278
C -2.67589 -0.95472 -3.96440
N -1.96895 0.06425 -4.48924
N -2.78248 -1.19328 -2.64773
C -2.20544 -0.51347 -1.47622
O -3.07645 -0.64155 -0.40367
N -3.97335 0.58938 -0.27877
O -4.96205 0.44453 -0.80916
N -3.57818 -2.28489 -2.53203
H -8.69058 -4.53832 -6.22261
H -8.40067 -2.99264 -5.40806
H -8.75030 -4.41416 -4.45706
H -6.57907 -5.41269 -5.00831
H -6.27881 -4.17759 -6.23149
H -6.14518 -2.43879 -4.61523
H -6.60574 -3.52810 -3.28782
H -4.52113 -4.48604 -3.35782
H -1.42726 -0.11804 -5.31464
H -1.96296 0.98603 -4.09751
H -2.03583 0.52680 -1.75249
H -1.25675 -0.96843 -1.20345
H -3.88206 -2.67655 -1.65540
C -0.61797 0.48500 3.33781
C -0.29961 1.32044 2.11052
C -0.83673 2.73621 2.23670
O -0.82604 0.69074 0.93211
H -1.70037 0.40169 3.47492
H -0.22227 -0.52463 3.22940
H -0.19064 0.92613 4.23779
H 0.78047 1.35364 1.96294
H -1.92518 2.72001 2.34564
H -0.59688 3.32028 1.34793
H -0.41661 3.24052 3.10641
H -1.78130 0.64397 1.04198
C 3.44535 -0.56883 2.82039
C 3.52708 0.18593 4.13762
C 4.95333 0.60069 4.45576
O 2.97656 -0.59917 5.19541
H 4.03654 -1.48715 2.86644
H 2.41278 -0.85363 2.61053
H 3.82003 0.03581 1.99264
H 2.89491 1.07518 4.08577
H 5.59277 -0.28108 4.55270
H 4.99407 1.14408 5.39988
H 5.35691 1.23407 3.66614
H 3.51154 -1.39554 5.27849
C 7.51961 3.11156 2.86561
C 7.15309 3.08601 1.39122
C 7.33852 4.44317 0.73293
O 5.80662 2.62642 1.22406
H 6.87078 3.80871 3.40382
H 7.38557 2.12355 3.30330
H 8.55327 3.42132 3.02033
H 7.76870 2.34729 0.87677
H 6.69329 5.18590 1.21057
H 7.07221 4.39647 -0.32264
H 8.37010 4.78553 0.81688
H 5.23242 3.26430 1.66169
*
```

Calculated values
Frontier orbital gap in eV: 7.347
Highest occupied orbital energy in eV: -11.6342
E_LUMO in eV: -4.287

Computed, not measured: a 3-piece molecular cluster, C15H38BBrClN3O12P3 overall at a distorted geometry, with the ωB97M-V functional and the def2-TZVPD basis.

```
! RIJCOSX wB97M-V def2-TZVPD def2/J DEFGRID3
* xyz 1 1
C 5.15179 4.39589 -1.62830
C 3.80364 5.12006 -2.01222
B 2.63548 4.09736 -2.35009
O 2.69021 3.48433 -3.59020
N 1.42684 3.80682 -1.38801
O 1.81125 4.37149 -0.15221
C 0.23466 4.46849 -2.00932
C -1.08644 3.62798 -2.05851
C -2.06159 4.15895 -0.94732
N -2.91729 5.20325 -1.54646
O -0.94594 2.21167 -2.03333
C 0.37707 1.75326 -2.25710
P 0.27779 -0.15293 -2.24184
O 1.72024 -0.74956 -2.75062
Cl -1.01877 -0.49058 -3.84615
C 1.26238 2.34353 -1.13167
Br 3.06449 1.55429 -1.03639
C 0.55013 2.03591 0.25525
C 1.52141 1.58081 1.37597
N 1.55960 0.37071 1.70257
H 5.02282 3.71659 -0.78068
H 5.50741 3.89202 -2.54065
H 5.87931 5.19882 -1.43392
H 3.52799 5.91887 -1.30568
H 4.01822 5.63290 -2.97332
H 2.76322 4.19325 -4.24798
H 1.68836 5.33461 -0.18633
H -0.01019 5.43765 -1.54328
H 0.49960 4.72537 -3.05175
H -1.58316 3.88958 -3.01248
H -2.68256 3.35454 -0.52122
H -1.46176 4.62416 -0.14459
H -3.81831 4.79116 -1.76360
H -3.06299 5.95200 -0.87875
H 0.66734 2.04770 -3.28507
H 1.84118 -0.69205 -3.71403
H -0.06177 2.89364 0.58561
H -0.17200 1.21492 0.11268
H 2.17963 2.30854 1.87270
H 0.89570 -0.15203 1.12192
C -3.46007 -1.76800 5.72669
O -2.06558 -1.47664 5.75606
P -1.21325 -1.69996 4.31684
O -2.27587 -1.08920 3.44239
O -1.37874 -3.33102 4.40132
C -0.77700 -4.02119 5.51129
O -0.14293 -1.81908 3.01222
C 1.09647 -2.52829 3.21230
H -3.77609 -1.93803 6.75654
H -4.00873 -0.91725 5.32696
H -3.67301 -2.66045 5.13891
H -1.54500 -4.26282 6.24574
H -0.00050 -3.42292 5.98990
H -0.33321 -4.94470 5.14270
H 0.93569 -3.59561 3.04768
H 1.49610 -2.36427 4.21162
H 1.81973 -2.16998 2.48285
C 0.16082 -6.26224 -3.04952
O 0.14312 -5.10092 -2.22423
P -0.58041 -5.26723 -0.71440
O -0.02624 -6.59644 -0.31945
O -2.07795 -5.38452 -1.38465
C -2.53306 -4.30484 -2.21037
O -1.23150 -4.88938 0.79142
C -2.03858 -3.70439 0.92323
H 0.30228 -5.92746 -4.07806
H 0.99583 -6.90264 -2.77087
H -0.77440 -6.81753 -2.98330
H -2.43138 -4.58309 -3.26019
H -1.97059 -3.38677 -2.02848
H -3.58453 -4.12203 -1.99090
H -3.07115 -3.93277 0.65317
H -1.65930 -2.89638 0.29796
H -2.01596 -3.38599 1.96299
*
```

Calculated values
Frontier orbital gap in eV: 7.269
Highest occupied orbital energy in eV: -11.2081
E_LUMO in eV: -3.940
Energy relative to the best compared isomer or geometry (same formula, charge and spin) in kcal/mol: 43.33

Computed, not measured: C15H38BrInNO2 as an isolated structure at a distorted geometry, with the ωB97M-V functional and the def2-TZVPD basis.

```
! RIJCOSX wB97M-V def2-TZVPD def2/J DEFGRID3
* xyz -1 1
C 0.16394 2.11352 1.23313
C -0.20438 2.50623 -0.33463
C -1.84965 2.51489 -0.61541
Br -2.50870 4.30694 -1.28238
In -2.47711 0.80947 -2.03958
C -3.25909 -0.84667 -0.66746
C -2.19315 -1.08675 0.55454
C -1.43946 -2.54249 0.54736
C -0.26714 -2.71261 -0.58761
N 0.35791 -1.41417 -1.05654
H 1.18911 2.56265 1.58822
H -0.68577 2.48307 1.98522
H 0.22441 0.93666 1.40859
H 0.15992 3.61108 -0.50298
H 0.31210 1.71589 -1.02950
H -2.33576 2.39025 0.46576
H -3.71601 1.39456 -3.22912
H -0.98078 0.17842 -2.84173
H -3.60124 -1.81348 -1.23084
H -4.24428 -0.39412 -0.16923
H -2.82368 -1.04165 1.56661
H -1.47361 -0.15738 0.58884
H -0.91356 -2.66722 1.61170
H -2.20848 -3.42687 0.44225
H 0.60237 -3.38470 -0.12311
H -0.68238 -3.34582 -1.50319
H 1.39989 -1.54647 -0.89710
H 0.27716 -1.45354 -2.11650
C -0.46272 -2.74946 6.97244
C 0.20068 -2.99014 5.62634
O -0.26106 -2.11449 4.60087
C -0.06124 -0.71998 4.81999
C 1.39996 -0.33709 4.98363
H -1.55220 -2.85062 6.88656
H -0.09875 -3.46967 7.71228
H -0.25888 -1.74700 7.35406
H -0.03190 -4.00823 5.29817
H 1.29039 -2.93517 5.70821
H -0.65642 -0.38344 5.67518
H -0.46469 -0.20233 3.94204
H 1.85485 -0.81977 5.85199
H 1.49791 0.74486 5.11156
H 1.97582 -0.63968 4.10251
C 0.90487 2.53793 -6.41577
C 0.68830 2.13440 -4.96654
O 1.13800 0.81453 -4.67114
C 2.52426 0.55511 -4.87985
C 3.43675 1.43725 -4.04457
H 0.39938 1.83418 -7.08941
H 0.51086 3.54337 -6.59567
H 1.96316 2.54112 -6.68437
H -0.38528 2.15537 -4.75371
H 1.15096 2.85325 -4.28359
H 2.76624 0.63213 -5.94492
H 2.69424 -0.49125 -4.60097
H 3.31581 2.49603 -4.28601
H 4.48400 1.17160 -4.21571
H 3.21414 1.31754 -2.97890
*
```

Calculated values
Frontier orbital gap in eV: 6.846
Highest occupied orbital energy in eV: -4.2431
E_LUMO in eV: 2.603